Entry from the OMol25 dataset: a 4-piece molecular cluster, C22H34INO7 overall (ωB97M-V with the def2-TZVPD basis set).

## Properties
Frontier orbital gap ... 8.22 eV
E_HOMO ... -9.07 eV
LUMO level ... -0.031 Ha
Electronic energy ... -47283.7351 eV

The geometry in XYZ format:
```
65
Properties=species:S:1:pos:R:3:forces:R:3:lowdin_charge:R:1
I -3.4775 -0.0671 -1.5920 0.126 -0.050 -0.102 0.803
O -0.2187 1.4598 3.2744 -0.021 -0.036 -0.017 -0.152
O -1.3842 -3.5793 -1.4854 0.000 -0.275 0.259 0.125
O -4.2086 -0.7296 -5.6369 -0.004 -0.023 -0.023 -0.157
O 3.9734 0.2547 2.4684 0.038 0.025 -0.021 -0.154
O 1.2216 0.1470 0.0381 0.459 -0.202 0.012 0.118
O 1.3489 -4.2979 -1.4084 0.211 0.334 -0.245 0.000
O 1.1631 -6.4247 -1.3348 0.015 0.046 -0.012 0.114
N 0.7642 -5.4755 -0.8150 -0.151 -0.215 0.061 0.020
C 5.3077 1.7859 3.6803 0.051 -0.008 -0.039 -0.167
C -3.9782 -1.8900 -0.5957 -0.347 -0.026 0.246 -0.623
C 0.1873 3.6919 2.6097 -0.076 -0.023 0.061 -0.161
C 0.8882 -1.0078 0.1809 -0.248 0.317 0.092 -0.310
C 4.8006 2.4682 2.4112 -0.042 0.007 0.044 -0.166
C -0.6472 -3.0972 -0.6566 0.034 0.118 -0.097 -0.282
C -4.7772 0.5059 -6.0667 0.014 -0.020 -0.042 -0.211
C -1.1157 -2.3566 0.5513 0.086 0.082 0.111 -0.143
C -2.7827 -0.6475 -5.6715 0.009 0.046 0.054 -0.217
C -3.5878 -1.8761 0.8862 -0.130 -0.113 -0.096 -0.295
C -2.4469 0.6199 -6.4471 -0.036 -0.007 -0.061 -0.169
C -0.4678 2.2971 4.4037 -0.043 0.012 -0.035 -0.207
C 0.2626 3.6065 4.1335 0.059 -0.004 -0.015 -0.168
C -3.6353 1.5137 -6.0975 0.026 0.014 0.052 -0.171
C -2.3967 -2.7752 1.2265 0.098 0.267 -0.289 -0.139
C -0.3418 -1.3460 0.9476 -0.246 -0.236 0.106 0.082
C 0.3559 2.2325 2.2115 0.066 0.045 0.039 -0.203
C 4.4075 1.2700 1.5593 -0.003 -0.034 -0.122 -0.215
C 4.3444 0.6134 3.8015 -0.130 0.011 0.022 -0.203
C 3.1084 -2.1967 -0.5472 0.119 -0.124 -0.067 0.004
C 0.8443 -3.1748 -0.8000 -0.087 0.008 0.218 -0.170
C 1.6231 -2.1651 -0.4054 -0.006 -0.393 -0.171 -0.106
H 6.3279 1.4261 3.5306 -0.002 -0.003 0.002 0.113
H 3.9230 3.0802 2.6341 -0.008 -0.009 0.003 0.104
H -2.4098 -0.5888 -4.6444 0.040 -0.028 0.002 0.069
H -3.4944 1.9555 -5.1084 -0.006 -0.006 0.002 0.108
H -1.5477 2.4589 4.4938 0.006 0.024 0.029 0.116
H -0.1187 1.7907 5.3047 0.000 -0.028 -0.009 0.115
H -0.1442 1.9770 1.2797 0.012 -0.026 -0.008 0.110
H 0.9456 4.3369 2.1681 0.018 -0.001 0.008 0.111
H -2.3876 -1.5518 -6.1357 -0.026 -0.019 0.007 0.117
H -2.2297 -2.7423 2.3031 -0.011 -0.068 0.048 0.123
H -0.1918 4.4536 4.6451 -0.010 0.004 -0.004 0.110
H 3.6007 1.4817 0.8562 -0.035 -0.039 0.027 0.106
H -0.5921 -0.7238 1.8011 0.012 0.186 -0.092 0.131
H -5.5763 0.7859 -5.3791 -0.002 -0.024 0.017 0.115
H 3.6108 -1.5757 0.1903 -0.101 0.168 -0.010 0.078
H -3.5245 -2.7070 -1.1439 0.191 0.070 -0.094 0.027
H -0.7942 4.0592 2.3022 0.003 0.000 -0.005 0.114
H -4.4483 -2.2203 1.4637 0.000 -0.030 0.047 0.108
H -3.8046 2.3197 -6.8102 0.004 -0.005 -0.015 0.109
H 3.4227 -1.9077 -1.5502 0.012 0.181 0.014 0.099
H 3.4360 -3.2265 -0.4098 0.074 -0.010 -0.004 0.086
H -1.4833 1.0416 -6.1648 -0.001 0.007 0.019 0.110
H 5.2658 0.8940 0.9904 0.016 0.022 0.009 0.118
H -5.2098 0.3691 -7.0643 -0.011 0.036 0.001 0.116
H 1.4123 1.9608 2.1155 -0.005 0.005 -0.033 0.103
H 3.4401 0.9026 4.3491 0.014 -0.006 0.030 0.114
H -2.4301 0.4175 -7.5204 -0.003 -0.001 0.002 0.112
H -5.0548 -1.9733 -0.7048 -0.015 0.096 -0.059 0.034
H 1.3043 3.5319 4.4550 -0.001 -0.006 0.005 0.106
H -2.6176 -3.8038 0.9396 -0.062 -0.037 0.060 0.124
H 5.5431 3.1011 1.9279 0.011 -0.003 -0.003 0.112
H 5.2988 2.4283 4.5595 -0.015 0.011 0.001 0.111
H 4.7824 -0.2554 4.2939 -0.002 -0.019 -0.019 0.116
H -3.3889 -0.8556 1.2087 0.059 0.014 0.095 0.078
```
Positions in Å, forces in eV/Å.

=====

Entry from the OMol25 dataset: one molecule with the formula C22H34N2O (ωB97M-V with the def2-TZVPD basis set).

## Properties
Frontier orbital gap ... 8.35 eV
E_HOMO ... -7.75 eV
ΔE to the lowest compared entry with this formula, charge and spin ... 0.951 eV
LUMO level ... 0.022 Ha
Electronic energy ... -28394.0827 eV

The geometry in XYZ format:
```
59
Properties=species:S:1:pos:R:3:forces:R:3:lowdin_charge:R:1
O -9.0492 -0.7976 0.4832 0.065 0.098 -0.004 0.066
N -2.7880 -0.3862 -0.5012 0.176 0.027 -0.072 -0.092
N 0.1133 -0.7269 -0.8136 0.024 -0.068 0.146 -0.127
C -8.9110 1.5682 0.6971 -0.233 -0.231 0.013 -0.022
C -4.9941 -1.3354 -0.2610 0.119 -0.097 0.015 -0.013
C 6.6774 0.2599 -0.7810 -0.181 0.047 0.180 -0.057
C 6.3630 -0.7664 1.4494 -0.130 0.191 -0.124 -0.059
C -6.8909 0.0948 0.2094 0.508 -0.291 -0.116 -0.179
C 2.0504 -1.0721 0.7156 -0.139 0.328 0.139 -0.150
C -2.1125 -1.6571 -0.3643 0.171 -0.240 0.074 -0.140
C -0.6996 -1.4301 0.1657 -0.055 -0.200 0.047 -0.178
C -8.3364 0.1872 0.4613 -0.380 0.202 0.085 -0.418
C -4.1218 -0.2325 -0.2727 -0.282 0.096 0.044 -0.217
C -6.3351 -1.1684 -0.0234 -0.168 0.208 0.072 -0.011
C 3.3761 -0.4723 1.1825 0.046 -0.302 -0.208 -0.151
C 5.7233 1.6102 1.0800 -0.055 -0.221 -0.119 -0.048
C -0.6939 0.2239 -1.5672 -0.238 0.080 -0.170 -0.155
C -1.9205 0.7291 -0.8020 0.213 0.192 -0.045 -0.145
C 2.3338 0.0363 -1.4701 -0.026 0.362 0.232 -0.140
C 1.3624 -0.1611 -0.3012 0.158 -0.273 -0.270 -0.328
C 3.6558 0.6391 -1.0042 0.035 -0.318 -0.144 -0.153
C -4.6829 1.0367 -0.0464 0.301 0.092 -0.072 -0.019
C 5.7531 0.2187 0.4431 0.118 -0.122 -0.042 -0.570
C 4.3447 -0.2728 0.0142 0.009 0.390 0.192 -0.289
C -6.0289 1.1935 0.1868 -0.323 -0.261 0.012 -0.031
H 5.3680 2.3578 0.3759 -0.043 0.142 -0.054 0.078
H -8.4459 2.0240 1.5685 0.064 0.108 0.043 0.084
H -8.7325 2.2024 -0.1683 0.050 0.117 -0.039 0.084
H 7.4118 -0.5287 1.6130 0.123 0.016 0.035 0.081
H -2.0628 -2.1903 -1.3229 -0.022 -0.097 0.081 0.133
H 3.8065 -1.1425 1.9261 0.013 0.055 0.087 0.109
H 2.2289 -2.0448 0.2537 -0.030 -0.123 -0.030 0.129
H -9.9816 1.4837 0.8656 0.010 -0.024 -0.004 0.081
H -6.9987 -2.0204 -0.0201 -0.042 -0.064 -0.006 0.118
H -0.2410 -2.4014 0.3672 -0.096 0.060 0.128 0.122
H 4.2919 0.7910 -1.8758 0.035 0.109 -0.004 0.109
H -1.5982 1.2466 0.1145 -0.041 0.082 -0.080 0.129
H 6.6731 -0.6966 -1.2988 0.025 -0.138 -0.106 0.088
H 1.1763 0.8162 0.1860 0.014 -0.016 0.008 0.157
H 7.6977 0.4735 -0.4699 0.127 0.028 0.017 0.082
H 4.4894 -1.2500 -0.4628 0.031 -0.059 -0.025 0.147
H 5.0852 1.6268 1.9595 -0.075 0.060 0.134 0.078
H -2.6532 -2.2789 0.3528 0.053 0.019 -0.083 0.121
H 3.4591 1.6133 -0.5527 0.059 0.119 0.009 0.119
H -2.4541 1.4466 -1.4312 0.047 -0.004 0.069 0.124
H 6.3775 1.0346 -1.4810 -0.007 0.071 -0.127 0.073
H -4.0501 1.9101 -0.0310 0.070 0.056 0.007 0.097
H 3.1780 0.4869 1.6648 0.029 0.063 0.098 0.119
H 6.7276 1.8919 1.3892 0.113 0.061 0.048 0.086
H -4.6170 -2.3253 -0.4629 0.043 -0.083 -0.026 0.101
H 5.8600 -0.7148 2.4110 -0.044 -0.052 0.132 0.075
H -1.0342 -0.2633 -2.4885 -0.035 0.209 -0.020 0.127
H 2.5080 -0.9368 -1.9321 -0.043 -0.076 -0.038 0.127
H -0.7787 -0.8811 1.1202 -0.016 -0.069 -0.015 0.130
H -0.0888 1.0850 -1.8519 -0.023 -0.041 -0.019 0.113
H -6.4061 2.1890 0.3642 -0.049 0.097 0.021 0.106
H 6.3004 -1.7865 1.0770 0.005 -0.179 -0.025 0.088
H 1.8967 0.6847 -2.2305 -0.038 -0.040 -0.060 0.104
H 1.4179 -1.2216 1.5914 -0.038 -0.090 -0.022 0.106
```
Positions in Å, forces in eV/Å.

=====

Entry from the OMol25 dataset: one molecule with the formula C22H34N2O3 (ωB97M-V with the def2-TZVPD basis set).

## Properties
Frontier orbital gap ... 8.94 eV
E_HOMO ... -8.22 eV
ΔE to the lowest compared entry with this formula, charge and spin ... 1.358 eV
LUMO level ... 0.026 Ha
Electronic energy ... -32489.1878 eV

The geometry in XYZ format:
```
61
Properties=species:S:1:pos:R:3:forces:R:3:lowdin_charge:R:1
O -0.5557 1.9075 -2.9297 -0.017 -0.352 0.421 -0.106
O -3.1406 2.1154 2.9085 -0.098 0.269 0.052 0.065
O 0.1926 -0.3291 -1.2905 -0.280 -0.051 -0.086 0.001
N 4.1232 -0.1581 -2.6121 -0.056 0.101 0.048 -0.153
N -2.8978 -0.1133 2.6400 0.047 -0.282 0.021 0.101
C 3.2635 -1.1544 -3.2181 -0.109 -0.128 0.196 -0.186
C 1.2710 -0.0650 -2.1800 0.678 0.003 -0.183 -0.327
C -2.1626 1.3450 0.8841 0.134 0.292 -0.298 -0.136
C -3.4660 -0.4909 3.9153 0.026 -0.174 0.033 -0.323
C 5.4840 -0.0920 -3.1262 0.269 -0.147 -0.096 -0.426
C -2.7720 1.1715 2.2345 0.035 -0.182 -0.054 -0.445
C -2.5170 2.4624 0.1415 -0.021 -0.145 0.188 -0.016
C -0.8907 3.0507 -3.6777 -0.063 0.186 -0.139 -0.077
C 2.0391 -1.3750 -2.3336 -0.207 0.222 -0.127 -0.104
C 2.2224 0.9972 -1.6303 -0.219 -0.020 -0.219 -0.102
C 6.2745 -1.3258 -2.6860 -0.106 0.312 -0.022 -0.062
C 3.4411 1.1166 -2.5416 -0.099 0.062 0.205 -0.185
C 5.5937 0.1020 -4.6451 -0.081 0.089 0.370 -0.057
C -0.6700 0.6529 -0.9051 -0.108 0.087 0.091 -0.183
C -4.3398 -2.4745 5.9000 -0.087 0.262 0.192 -0.213
C -1.0775 1.7652 -1.6706 0.151 -0.111 -0.082 -0.191
C -2.4566 -1.2940 4.7387 -0.137 0.335 0.203 -0.151
C -5.3466 -1.6784 5.0754 0.070 -0.312 -0.151 -0.202
C -1.9853 2.6613 -1.1177 0.053 0.019 -0.110 -0.005
C -3.0559 -1.6725 6.0896 0.068 -0.317 -0.149 -0.202
C -4.7507 -1.2995 3.7229 -0.062 0.345 0.216 -0.150
C -1.2297 0.4639 0.3532 -0.030 0.152 -0.175 0.055
H -4.7697 -2.7228 6.8723 0.001 -0.093 -0.001 0.107
H 2.3570 -1.7104 -1.3463 0.026 -0.055 0.042 0.127
H 2.5437 0.6963 -0.6317 0.015 0.006 0.041 0.133
H -2.2964 3.5273 -1.6793 -0.001 0.058 -0.088 0.104
H 3.8135 -2.0909 -3.3091 -0.031 -0.005 -0.094 0.116
H -2.1873 -2.2013 4.1908 0.058 -0.057 -0.064 0.118
H 6.0917 -1.5221 -1.6334 0.016 -0.042 0.116 0.080
H -6.2553 -2.2653 4.9271 -0.056 0.071 0.037 0.108
H -0.8760 -0.3907 0.9100 0.065 -0.096 0.057 0.126
H 5.2170 -0.7704 -5.1736 -0.032 -0.094 -0.098 0.073
H 1.3901 -2.1365 -2.7669 -0.046 -0.032 -0.010 0.121
H 7.3377 -1.1540 -2.8328 0.134 -0.050 -0.049 0.075
H -5.4669 -0.7110 3.1465 0.032 -0.017 -0.084 0.118
H 5.9923 -2.2044 -3.2602 -0.006 -0.138 -0.071 0.067
H -5.6187 -0.7692 5.6153 -0.078 0.049 0.040 0.116
H -2.6336 -0.8565 2.0138 -0.031 0.107 -0.050 0.135
H 5.9375 0.7798 -2.6383 -0.051 -0.079 -0.040 0.134
H 6.6345 0.2481 -4.9222 0.105 0.010 -0.091 0.076
H -0.3372 2.9586 -4.6114 -0.062 0.055 0.046 0.096
H -2.3328 -2.2553 6.6639 0.010 0.070 0.068 0.108
H -4.1102 -3.4116 5.3870 -0.001 -0.089 0.002 0.112
H -1.5504 -0.7021 4.8801 0.041 -0.016 -0.080 0.118
H -3.2767 -0.7632 6.6522 0.023 0.050 0.084 0.116
H -4.5230 -2.2066 3.1560 0.010 -0.054 -0.082 0.118
H 2.9238 -0.8491 -4.2247 0.080 -0.063 -0.013 0.127
H 3.1071 1.4677 -3.5360 0.066 0.045 0.005 0.125
H 4.1284 1.8608 -2.1318 -0.023 0.000 -0.080 0.124
H -3.6962 0.4492 4.4277 0.013 -0.137 -0.036 0.151
H 1.7177 1.9616 -1.5582 -0.030 0.037 0.016 0.116
H -3.2182 3.1675 0.5590 -0.054 0.068 0.049 0.119
H 0.8871 0.2515 -3.1573 0.091 -0.089 0.182 0.146
H -0.5878 3.9706 -3.1677 -0.029 -0.036 -0.008 0.099
H 5.0288 0.9755 -4.9629 -0.046 0.088 -0.116 0.070
H -1.9622 3.0895 -3.8974 0.043 0.015 0.025 0.097
```
Positions in Å, forces in eV/Å.

=====

Entry from the OMol25 dataset: C22H34N3NiOSSi3 as an isolated structure (ωB97M-V with the def2-TZVPD basis set).

## Properties
Net charge ... -1
Frontier orbital gap (alpha / beta) ... 6.05 / 6.04 eV
E_HOMO (alpha / beta) ... -3.55 / -3.55 eV
ΔE to the lowest compared entry with this formula, charge and spin ... 0.000 eV
LUMO level (alpha / beta) ... 0.092 / 0.092 Ha
Electronic energy ... -105400.2983 eV

The geometry in XYZ format:
```
65
Properties=species:S:1:pos:R:3:forces:R:3:lowdin_charge:R:1
Ni 0.0072 0.2637 -0.4968 -0.007 0.017 -0.457 -0.214
S 2.3123 0.3867 -0.6691 -0.069 0.053 0.070 0.809
Si -0.2340 2.4302 -0.8676 -0.053 -0.024 -0.004 0.455
Si -2.0808 0.2069 -1.1624 -0.095 -0.024 0.077 0.517
Si 0.6533 -3.0454 -0.6986 0.001 -0.033 -0.057 0.196
O -0.0631 -1.6876 -0.3184 -0.022 0.015 0.225 -0.420
N 0.2131 0.4483 1.7634 0.269 0.249 0.464 0.116
N 2.3792 -0.4301 2.0048 0.142 0.028 -0.035 0.036
N 4.2836 -0.3672 0.9492 -0.030 0.098 0.013 -0.144
C 1.3194 -3.0964 -2.4672 0.014 -0.004 0.025 -0.178
C 3.3811 -0.8303 2.8885 0.029 0.045 0.006 -0.054
C -3.9374 4.5193 -0.8228 -0.002 0.004 -0.001 -0.123
C -4.8230 3.4565 -0.9762 0.000 0.001 0.002 -0.123
C 0.5996 -1.1755 3.4697 0.023 -0.051 -0.081 -0.015
C 4.5493 -0.7866 2.2349 -0.011 -0.052 0.022 -0.057
C 0.5864 3.5403 0.4571 -0.009 -0.022 -0.004 -0.232
C 0.4777 3.1044 -2.5044 0.021 -0.005 0.015 -0.228
C -3.1529 -0.9868 -0.1340 -0.025 0.000 -0.035 -0.206
C -2.3586 -0.3921 -2.9470 0.031 0.017 0.007 -0.209
C -4.3338 2.1627 -1.0923 -0.020 -0.007 -0.006 -0.110
C -1.0287 0.6034 2.2278 0.030 -0.041 -0.161 -0.118
C 2.1344 -3.4578 0.4260 -0.016 0.040 -0.018 -0.168
C -2.5710 4.2776 -0.7879 0.001 0.026 0.003 -0.111
C -0.6917 -1.0130 3.9321 -0.042 -0.003 0.004 -0.065
C -0.5223 -4.5192 -0.5287 0.027 -0.002 -0.005 -0.187
C 2.9484 -0.1246 0.7829 -0.010 -0.120 0.007 -0.645
C -2.9610 1.9054 -1.0482 0.000 -0.044 -0.006 -0.300
C 1.0161 -0.3770 2.4061 -0.222 -0.108 -0.086 -0.247
C -2.0677 2.9785 -0.8926 0.043 0.010 -0.006 -0.303
C 5.2451 -0.2005 -0.1137 0.014 -0.025 -0.016 -0.061
C -1.5188 -0.0821 3.3233 -0.024 -0.033 -0.014 -0.058
H -1.3711 -4.4087 -1.2090 -0.003 0.006 0.001 0.017
H 5.5453 -1.0122 2.5704 0.001 0.006 -0.001 0.115
H 0.3541 4.1905 -2.5715 -0.006 0.003 -0.010 0.012
H 1.8294 -3.4536 1.4775 0.007 0.000 0.006 0.013
H 1.6404 3.2740 0.5760 0.000 -0.008 -0.009 -0.001
H -5.0353 1.3408 -1.2099 0.000 0.000 -0.002 0.089
H -3.1486 -0.7407 0.9310 0.002 0.013 -0.017 0.000
H -1.8883 0.2848 -3.6642 0.003 -0.003 -0.001 0.011
H 6.2331 -0.4346 0.2777 0.000 0.001 0.000 0.086
H -0.0285 2.6502 -3.3597 -0.004 -0.007 0.002 0.012
H 0.5051 -2.9481 -3.1814 -0.003 0.005 -0.001 0.016
H -1.8888 5.1156 -0.6685 -0.001 0.000 0.002 0.090
H 1.8073 -4.0490 -2.6983 0.000 0.000 -0.004 0.015
H -2.7457 -1.9944 -0.2397 0.009 0.000 0.017 0.008
H -4.1941 -0.9872 -0.4762 0.003 0.002 -0.007 0.012
H -0.9206 -4.5805 0.4878 0.002 0.008 0.005 0.017
H 2.9279 -2.7144 0.3022 0.013 -0.034 -0.004 0.001
H 5.2188 0.8243 -0.4839 0.005 -0.002 -0.003 0.081
H -5.8919 3.6417 -1.0011 -0.001 0.001 0.000 0.085
H 1.2438 -1.9298 3.8968 0.024 0.013 0.004 0.100
H 2.5594 -4.4410 0.2019 -0.009 -0.012 -0.004 0.019
H 5.0038 -0.8648 -0.9440 -0.001 0.005 0.002 0.084
H -2.5328 0.0856 3.6580 -0.003 -0.017 0.000 0.105
H -1.9160 -1.3831 -3.0786 0.003 -0.003 0.007 0.009
H -1.6487 1.2936 1.6656 0.010 0.035 0.047 0.106
H -0.0244 -5.4668 -0.7581 -0.009 -0.006 0.000 0.013
H -3.4263 -0.4538 -3.1832 -0.003 -0.007 -0.002 0.014
H 2.0424 -2.2910 -2.6220 -0.002 0.005 0.010 0.007
H 0.5318 4.6004 0.1866 -0.015 0.004 -0.002 0.008
H -1.0496 -1.6213 4.7531 -0.004 0.007 0.006 0.104
H 0.1007 3.4149 1.4286 0.009 -0.011 0.010 0.005
H 1.5444 2.8765 -2.5895 0.006 0.001 0.007 0.000
H 3.1788 -1.0612 3.9157 -0.020 -0.010 -0.002 0.110
H -4.3171 5.5313 -0.7284 0.000 0.000 -0.001 0.085
```
Positions in Å, forces in eV/Å.

=====

> The lowest electronic energy belongs to which entry?

C22H34N3NiOSSi3

=====

> Which formula does entry 3 have?

C22H34N2O3